This record from OMol25 describes the molecule C21H31N5O2S in a non-equilibrium geometry. The level of theory is ωB97M-V/def2-TZVPD.

Output
* structure (SMILES): CC[C@H](c1nnc(SCC(=O)NC[C@@H]2CCCO2)n1Cc1ccccc1)N(C)C
* LUMO energy: 0.6 eV
* gap between HOMO and LUMO: 9.0 eV
* relative energy (zero: lowest compared OMol25 entry of this formula, charge and spin): 7.3 kcal/mol
* E_tot: -1641.267988 hartree

Each line ends with the natural charge from an NBO analysis.
Atoms and positions in Å:
C -1.20287 -3.68036 0.35876  -0.609
H -1.94891 -4.37999 -0.01102  0.211
C -0.00003 -3.64432 -0.57392  -0.420
H -0.32734 -3.40091 -1.58410  0.230
H 0.48544 -4.62250 -0.58452  0.199
C 1.01294 -2.58109 -0.11596  -0.098
C 0.48629 -1.21879 -0.42626  0.408
N -0.26620 -0.91657 -1.44702  -0.320
N -0.51741 0.40160 -1.42703  -0.331
C 0.09416 0.88943 -0.38398  0.171
N 0.75119 -0.08948 0.30097  -0.379
C 1.57279 0.11340 1.46609  -0.234
C 2.86798 0.79212 1.09014  -0.063
C 3.75058 0.14874 0.23101  -0.164
C 4.92745 0.77095 -0.14430  -0.219
C 5.23099 2.03481 0.33440  -0.206
C 4.35123 2.67818 1.18734  -0.210
C 3.17045 2.06055 1.56234  -0.198
H 2.47914 2.56843 2.21893  0.211
H 4.58047 3.66608 1.55831  0.214
H 6.15021 2.51928 0.03964  0.214
H 5.60983 0.26822 -0.81375  0.212
H 3.50165 -0.83424 -0.14476  0.233
H 1.01378 0.73096 2.17692  0.220
H 1.77157 -0.86228 1.91637  0.226
S 0.06335 2.54909 0.13490  0.255
C -1.06007 3.21019 -1.12527  -0.610
H -0.59437 3.08460 -2.10243  0.264
H -1.15413 4.27516 -0.90653  0.252
C -2.44655 2.57145 -1.17462  0.687
O -3.12793 2.67996 -2.16813  -0.617
N -2.86102 1.99203 -0.03050  -0.625
C -3.97076 1.07121 -0.00826  -0.251
H -4.58908 1.27713 0.87027  0.188
H -4.55175 1.22994 -0.91787  0.239
C -3.43396 -0.37157 0.03554  0.073
C -4.54404 -1.40453 0.22871  -0.419
H -4.21343 -2.37212 -0.14756  0.215
C -4.69968 -1.44374 1.75135  -0.443
H -5.47833 -0.75495 2.07782  0.206
C -3.32409 -0.98713 2.26595  -0.072
H -2.76487 -1.80425 2.73213  0.181
O -2.56750 -0.54477 1.14942  -0.553
H -3.41725 -0.17342 2.99622  0.171
H -4.95119 -2.43860 2.11186  0.218
H -5.45946 -1.11918 -0.28308  0.218
H -2.83084 -0.54494 -0.86067  0.224
H -2.17758 1.83843 0.70009  0.405
N 2.35767 -2.69118 -0.68594  -0.452
C 3.13820 -3.77191 -0.12202  -0.408
H 4.16207 -3.68140 -0.48460  0.203
H 2.76719 -4.77065 -0.39389  0.169
H 3.14849 -3.68655 0.96431  0.196
C 2.37641 -2.72254 -2.13624  -0.428
H 3.39087 -2.50743 -2.47377  0.198
H 2.07258 -3.69505 -2.54539  0.171
H 1.70654 -1.95728 -2.52116  0.228
H 1.13486 -2.66490 0.97234  0.202
H -0.90643 -3.99299 1.35943  0.194
H -1.64958 -2.69222 0.42254  0.222

---

This record from OMol25 describes the molecule C21H31N5O3. The level of theory is ωB97M-V/def2-TZVPD.

Output
* structure (SMILES): CC[C@@H]1CC[C@@](O)(C(=O)NCCN(C(=O)c2ccnc3c2ncn3C)C(C)C)C1
* LUMO energy: 0.5 eV
* gap between HOMO and LUMO: 9.6 eV
* relative energy (zero: lowest compared OMol25 entry of this formula, charge and spin): 0.4 kcal/mol
* E_tot: -1318.396080 hartree

Each line ends with the natural charge from an NBO analysis.
Atoms and positions in Å:
C -4.92175 -3.17714 3.42722  -0.606
C -3.87488 -4.27994 3.53857  -0.388
C -2.55538 -3.94078 2.85959  -0.210
C -1.41399 -4.91520 3.15628  -0.400
C -0.18903 -4.16499 2.64566  -0.410
C -0.41670 -2.71244 3.12767  0.149
O 0.21256 -2.49761 4.37305  -0.724
C 0.17236 -1.70454 2.13922  0.677
O 1.14927 -1.03316 2.45051  -0.658
N -0.41215 -1.61063 0.92974  -0.611
C 0.08757 -0.69722 -0.08182  -0.232
C -0.29430 0.74618 0.23854  -0.233
N 0.28195 1.67469 -0.72197  -0.423
C -0.33049 1.74473 -1.92601  0.670
O -1.33483 1.09713 -2.19017  -0.629
C 0.24314 2.64585 -2.98427  -0.069
C -0.52435 3.66197 -3.53154  -0.242
C -0.03297 4.44306 -4.58225  0.038
N 1.16097 4.28110 -5.14724  -0.433
C 1.86432 3.29503 -4.61620  0.308
C 1.49480 2.45173 -3.55877  0.054
N 2.50905 1.54943 -3.28941  -0.470
C 3.43269 1.84334 -4.16140  0.238
N 3.12206 2.88178 -4.99053  -0.357
C 3.91448 3.43550 -6.06728  -0.401
C 1.40435 2.51845 -0.29285  -0.032
C 2.57111 1.67145 0.19888  -0.635
C 0.95083 3.53391 0.75289  -0.617
C -1.95130 -2.59852 3.30338  -0.425
H -5.86361 -3.48001 3.88536  0.212
H -4.59086 -2.26465 3.92449  0.204
H -5.12586 -2.93148 2.38208  0.200
H -3.67340 -4.47806 4.59697  0.197
H -4.26727 -5.21066 3.11971  0.203
H -2.71414 -3.92031 1.77115  0.182
H -1.33655 -5.05462 4.23916  0.206
H -1.54840 -5.89535 2.69723  0.213
H 0.76596 -4.53692 3.01262  0.232
H -0.17155 -4.20530 1.55239  0.199
H 0.96290 -1.90766 4.18395  0.497
H -1.23908 -2.15123 0.74347  0.403
H 1.17317 -0.78510 -0.12885  0.215
H -0.32598 -0.98154 -1.04698  0.226
H -1.38064 0.84490 0.23056  0.220
H 0.07038 0.99658 1.23228  0.219
H -1.52077 3.84539 -3.15331  0.231
H -0.64549 5.23974 -4.98747  0.196
H 4.38148 1.33399 -4.24790  0.199
H 4.90359 2.98416 -6.04296  0.212
H 3.44728 3.23257 -7.02997  0.215
H 4.00567 4.51292 -5.94367  0.221
H 1.73340 3.06956 -1.17072  0.217
H 3.39560 2.32163 0.49535  0.212
H 2.29603 1.06844 1.06742  0.224
H 2.91897 1.01403 -0.59731  0.233
H 1.77380 4.20758 0.99534  0.215
H 0.11725 4.13053 0.37978  0.213
H 0.64214 3.04804 1.67997  0.207
H -2.37848 -1.73679 2.78848  0.215
H -2.12489 -2.45354 4.37190  0.235

---

Question: Look up the relative energy (zero: lowest compared OMol25 entry of this formula, charge and spin) of the second one.
Answer: 0.4 kcal/mol

---

Question: Which of these has the highest E_tot?
Answer: C21H31N5O3

---

Question: Which formula does entry 1 have?
Answer: C21H31N5O2S

---

Question: The highest E_tot belongs to which entry?
Answer: C21H31N5O3